C26H25BBr45ClI2N2O3 | ωB97M-V/def2-TZVPD

Calculated values
2S+1: 1

XYZ file:
```
105
Properties=species:S:1:pos:R:3:forces:R:3:mulliken_charge:R:1
C -1.20884 3.26473 4.51654 0.58 0.30 0.19 -0.404
C -0.44418 1.92869 4.97520 -1.32 -0.55 -1.47 0.035
I 0.65308 2.13593 6.84353 0.54 0.63 -1.12 0.080
C -1.44643 0.62725 5.10270 1.34 -0.53 -1.66 -0.255
I -2.01455 0.15025 7.15483 -0.66 -0.33 -0.95 0.191
C -0.67707 -0.59250 4.36451 0.75 -1.57 -0.55 0.969
C 0.21373 -1.60951 5.15058 -0.20 -0.56 -4.56 -0.637
C 0.94306 -2.72674 4.31190 -2.16 2.74 -1.04 0.046
Cl 1.97564 -3.91859 5.27451 -1.29 1.48 -1.53 -0.206
C 0.81329 -2.83426 2.77338 -2.03 2.27 1.90 0.268
B 1.59363 -3.95134 1.88862 1.40 -0.53 -0.63 0.505
N 1.10039 -5.30981 1.55086 1.81 1.68 1.07 -0.473
O 2.93049 -3.57908 1.41406 -1.61 -0.62 1.67 -0.309
C -0.10720 -1.81115 2.06829 -0.26 1.27 2.78 -0.515
C -0.85741 -0.68010 2.82554 2.52 -2.39 2.01 0.306
C -1.67767 0.23058 1.80834 0.71 -0.05 0.89 0.121
O -2.33820 1.27566 1.98686 2.10 -3.82 -0.71 -0.381
N -1.42409 -0.44082 0.52617 -0.93 -1.01 0.45 0.080
C -0.51921 -1.62270 0.54089 0.71 -1.14 -0.24 0.105
O -0.22607 -2.29933 -0.46655 -1.18 2.58 3.83 -0.583
H -2.09566 3.07412 3.81284 1.35 -0.06 1.15 -0.073
H -1.55381 3.85848 5.43100 0.38 -0.79 -1.35 0.341
H -0.44580 3.89056 3.91790 -1.34 -0.88 1.15 0.022
H 0.28994 1.66390 4.11843 -1.07 0.36 1.93 0.030
H -2.41666 0.79329 4.51062 1.86 -0.15 1.01 -0.300
H 0.35688 -1.58725 6.27782 -0.36 0.10 -1.78 0.290
H 1.91748 -5.79303 1.12147 -1.01 0.16 0.44 0.161
H 0.85177 -5.77819 2.43786 -0.30 0.08 -0.88 0.256
H 3.47958 -3.32759 2.19861 -0.77 0.11 -1.12 0.176
H -2.33879 -0.81469 0.20615 0.66 0.95 -0.65 0.049
C -4.22429 1.56114 -1.89390 0.03 0.24 0.10 -0.253
Br -5.45116 2.05634 -3.31131 0.30 -0.15 0.22 -0.069
Br -4.24524 -0.34984 -1.56025 -0.15 0.21 -0.23 0.026
Br -2.43005 2.21399 -2.23060 -0.37 -0.20 0.06 0.024
H -4.57460 2.04749 -0.98475 0.12 -0.15 -0.23 0.329
C -4.86899 -2.63983 -5.43545 -0.03 -0.10 -0.04 -0.179
Br -3.68316 -3.56752 -4.21355 -0.22 0.26 -0.17 0.002
Br -6.57809 -2.23296 -4.61337 0.35 -0.02 -0.13 -0.045
Br -4.03542 -1.05730 -6.18656 -0.13 -0.26 0.21 0.034
H -5.06747 -3.31892 -6.26370 0.06 0.19 0.20 0.196
C -5.79036 2.47677 3.68178 0.02 -0.14 -0.14 -0.317
Br -4.57583 1.56623 4.89064 -0.87 0.39 -0.08 0.134
Br -7.49089 2.87288 4.52868 0.32 -0.04 -0.12 -0.061
Br -4.98403 4.06247 2.90945 -0.16 -0.30 0.19 -0.065
H -5.99547 1.79161 2.86057 0.04 0.18 0.23 0.387
C -4.15403 5.11120 -6.36096 0.02 0.01 -0.05 0.394
Br -2.52402 4.23101 -5.78645 -0.35 0.14 -0.09 -0.016
Br -5.46923 3.84144 -7.00854 0.20 0.15 0.38 0.013
Br -4.88006 6.25971 -4.97699 0.14 -0.24 -0.26 -0.010
H -3.89062 5.75234 -7.20053 -0.08 -0.18 0.23 -0.341
C -2.46137 -4.08818 -8.59891 0.12 0.07 0.09 -0.218
Br -2.29536 -5.58980 -7.38265 -0.07 0.27 -0.30 -0.010
Br -1.32162 -4.29099 -10.15490 -0.27 0.01 0.29 -0.045
Br -4.30842 -3.76282 -9.09631 0.32 -0.12 0.05 -0.031
H -2.11557 -3.20481 -8.06348 -0.12 -0.22 -0.13 0.290
C -9.53285 -0.64577 5.14767 0.02 0.10 0.04 -0.226
Br -9.70105 -0.91733 3.23447 0.05 0.02 0.37 -0.004
Br -11.01053 -1.43910 6.12190 0.29 0.11 -0.21 -0.028
Br -7.81810 -1.25872 5.81390 -0.33 0.11 -0.16 0.014
H -9.57641 0.42825 5.32184 0.03 -0.29 -0.06 0.230
C 4.55739 -6.92032 3.20391 -0.02 0.09 -0.09 -0.106
Br 4.42040 -7.22006 1.29196 0.08 0.02 0.40 -0.023
Br 3.05148 -7.68063 4.16178 0.28 0.11 -0.19 -0.055
Br 6.25266 -7.54261 3.91534 -0.33 0.11 -0.09 -0.016
H 4.52313 -5.84280 3.36022 0.04 -0.27 -0.05 0.178
C 7.32039 -4.20876 0.25285 0.09 -0.08 -0.10 -0.382
Br 6.18937 -3.37938 1.59337 0.35 -0.12 -0.17 0.005
Br 8.16625 -5.81617 0.92908 -0.15 0.28 -0.14 0.053
Br 6.36050 -4.53850 -1.39962 0.14 0.04 0.38 -0.017
H 8.11496 -3.50069 0.02351 -0.25 -0.16 0.10 0.359
C 2.71395 3.95179 2.68734 0.10 0.13 0.00 -0.361
Br 4.35163 3.08584 3.26023 -0.37 0.14 -0.08 -0.014
Br 1.39467 2.66490 2.07558 0.39 0.26 -0.20 0.023
Br 2.00028 5.12181 4.05920 0.28 -0.20 -0.24 0.006
H 2.96694 4.57909 1.83410 -0.09 -0.19 0.22 0.397
C 9.45817 -9.72867 3.30701 -0.13 -0.09 0.00 -0.131
Br 10.19239 -8.51922 4.63415 -0.13 -0.21 -0.26 -0.013
Br 9.94874 -9.20535 1.50498 -0.07 -0.06 0.35 -0.030
Br 9.92690 -11.57373 3.67515 -0.06 0.40 -0.13 -0.002
H 8.37368 -9.65563 3.37530 0.29 -0.02 -0.04 0.143
C 12.05286 -14.31445 6.45087 0.08 -0.02 0.10 -0.338
Br 11.54928 -12.52874 7.01484 0.10 -0.36 -0.09 0.004
Br 10.52754 -15.51167 6.40377 0.27 0.26 -0.04 -0.004
Br 13.00562 -14.29373 4.76144 -0.24 0.02 0.29 -0.004
H 12.74045 -14.70352 7.19995 -0.19 0.10 -0.22 0.335
C -2.34180 9.02431 -8.34926 0.12 0.05 -0.10 -0.262
Br -0.71191 8.14525 -7.77332 -0.36 0.16 -0.06 0.006
Br -3.65586 7.75362 -8.99789 0.23 0.29 0.13 0.015
Br -3.07086 10.17116 -6.96495 0.13 -0.23 -0.23 -0.011
H -2.07795 9.66652 -9.18872 -0.09 -0.15 0.21 0.246
C 5.26893 7.85674 5.35382 0.08 0.01 0.05 -0.341
Br 3.69872 8.56720 6.24373 0.26 -0.18 -0.20 -0.013
Br 5.66492 6.04746 5.92789 -0.13 0.34 -0.13 0.002
Br 5.12340 7.98425 3.42361 -0.01 -0.06 0.35 -0.016
H 6.11229 8.47757 5.65146 -0.24 -0.16 -0.09 0.354
C -6.32914 5.27746 -11.07877 0.01 0.04 -0.11 -0.266
Br -4.69762 4.39832 -10.50379 -0.29 0.18 -0.24 -0.043
Br -7.64261 4.00582 -11.72593 0.27 0.23 0.18 -0.045
Br -7.05820 6.42591 -9.69493 0.13 -0.26 -0.23 -0.038
H -6.06618 5.91875 -11.91841 -0.07 -0.18 0.24 0.372
C -0.57854 13.00174 -8.28896 0.02 -0.05 0.14 -0.013
Br 1.32882 12.65851 -8.36324 -0.38 0.09 -0.02 0.001
Br -0.97112 14.72499 -7.49086 0.09 -0.34 -0.21 -0.016
Br -1.41393 12.80669 -10.02921 0.15 0.01 0.31 -0.023
H -1.01400 12.24318 -7.63979 0.09 0.20 -0.18 0.040
```
Forces are in eV/Å.

---

C6H9O2 | ωB97M-V/def2-TZVPD

Calculated values
2S+1: 1
Energy above the lowest of the compared OMol25 structures with the same formula, charge and spin, kcal/mol: 23.7
Total charge: -1

XYZ file:
```
17
Properties=species:S:1:pos:R:3:forces:R:3:mulliken_charge:R:1
C -1.55109 0.08593 -0.51157 0.73 -1.17 -1.14 -0.871
C -0.83980 -0.77577 -1.29677 -0.95 0.76 0.56 -0.014
C 0.06982 -0.34572 -2.34802 0.81 0.67 -0.82 0.128
C 0.67905 -1.19106 -3.21023 -0.51 0.50 0.67 -0.844
H -1.45167 1.16218 -0.64446 0.00 -0.37 0.06 0.239
H -2.17237 -0.25352 0.31619 0.19 0.11 -0.33 0.334
H -0.91455 -1.86983 -1.21340 -0.11 0.45 0.31 0.245
H 0.30214 0.75543 -2.43699 -0.42 -1.21 0.21 0.214
H 1.35083 -0.85399 -3.98986 -0.01 0.04 0.08 0.263
H 0.49622 -2.25830 -3.12477 0.05 0.01 -0.09 0.228
O 0.25892 1.39160 0.93763 -0.30 -0.49 1.24 -0.716
C -0.06388 0.79914 2.01744 -0.18 0.33 -0.57 0.697
O -1.16529 0.24705 2.31118 0.92 0.48 -0.15 -0.735
C 1.04244 0.77526 3.09921 -0.45 0.01 0.38 -0.925
H 0.66117 0.34897 4.03387 0.06 0.03 -0.14 0.283
H 1.89498 0.19671 2.76856 0.21 -0.21 -0.22 0.227
H 1.40307 1.78593 3.29201 -0.03 0.09 -0.07 0.247
```
Forces are in eV/Å.

---

Across the entries above, frontier orbital gap takes the values 0.26451 0.28872 hartree, respectively.
Across the entries above, E_HOMO takes the values -0.31726 -0.14484 hartree, respectively.
Across the entries above, energy takes the values -3217794.8540 -10462.9906 eV, respectively.